Entry from OMol25: 4 unconnected molecules or ions with the total composition C36H73BrClN2O13P2 in a non-equilibrium geometry (the ωB97M-V functional and the def2-TZVPD basis).

Element x y z (Å)
C  -4.539  -2.175  -1.217
C  -4.261  -3.149  -2.378
P  -3.242  -4.577  -1.872
C  -3.669  -5.813  -3.131
N  -1.643  -3.990  -2.626
N  -1.582  -4.104  -3.952
C  -0.500  -3.758  -4.586
C  -0.552  -4.075  -6.065
O  0.377  -5.102  -6.393
C  -0.027  -6.379  -6.027
C  0.755  -6.958  -4.885
O  -0.901  -6.915  -6.594
C  0.627  -3.173  -3.924
C  1.797  -2.783  -4.785
C  1.487  -1.529  -5.658
C  2.562  -0.423  -5.700
C  2.093  1.006  -5.336
C  0.613  1.311  -5.629
C  -0.346  0.960  -4.469
C  -0.823  2.148  -3.627
O  -2.234  2.271  -3.723
C  -2.892  2.649  -2.533
C  0.555  -3.026  -2.546
P  2.100  -2.458  -1.582
O  1.519  -1.778  -0.235
Cl  2.454  -0.692  -2.557
C  -0.623  -3.504  -1.918
Br  -0.870  -3.535  -0.075
H  -4.533  -2.672  -0.244
H  -5.515  -1.704  -1.348
H  -3.803  -1.367  -1.192
H  -3.810  -2.617  -3.222
H  -5.196  -3.567  -2.765
H  -3.099  -6.726  -2.941
H  -4.731  -6.024  -2.969
H  -3.511  -5.485  -4.158
H  -0.307  -3.210  -6.677
H  -1.569  -4.387  -6.316
H  0.179  -6.816  -3.966
H  0.865  -8.031  -5.050
H  1.731  -6.489  -4.778
H  2.700  -2.641  -4.190
H  2.004  -3.625  -5.453
H  0.518  -1.137  -5.362
H  1.359  -1.894  -6.681
H  2.969  -0.396  -6.714
H  3.406  -0.710  -5.063
H  2.710  1.708  -5.904
H  2.294  1.237  -4.283
H  0.309  0.791  -6.543
H  0.516  2.378  -5.851
H  -1.236  0.448  -4.851
H  0.160  0.242  -3.812
H  -0.557  1.996  -2.573
H  -0.362  3.078  -3.980
H  -2.254  3.265  -1.890
H  -3.218  1.765  -1.969
H  -3.774  3.237  -2.792
H  1.299  -0.839  -0.321
C  5.580  4.564  1.438
O  4.274  4.955  1.073
C  4.130  6.139  0.320
C  3.436  5.927  -1.015
O  4.027  5.013  -1.921
C  4.139  3.647  -1.592
C  2.853  2.857  -1.410
O  2.010  3.308  -0.372
C  0.728  3.766  -0.735
H  5.736  4.742  2.506
H  5.679  3.493  1.247
H  6.345  5.095  0.866
H  5.095  6.635  0.178
H  3.490  6.828  0.884
H  3.479  6.888  -1.535
H  2.377  5.705  -0.862
H  4.799  3.489  -0.738
H  4.638  3.200  -2.457
H  3.169  1.836  -1.156
H  2.306  2.803  -2.359
H  0.662  3.991  -1.803
H  0.508  4.677  -0.176
H  -0.033  3.022  -0.479
C  2.010  1.423  8.559
O  1.844  2.028  7.295
C  2.213  3.387  7.193
C  3.346  3.673  6.223
O  4.579  3.027  6.468
C  4.694  1.626  6.328
C  4.559  1.064  4.925
O  3.314  1.305  4.304
C  3.333  2.091  3.133
H  1.047  1.324  9.068
H  2.426  0.423  8.418
H  2.690  1.993  9.197
H  2.460  3.795  8.179
H  1.346  3.945  6.819
H  3.571  4.736  6.349
H  3.019  3.545  5.189
H  4.046  1.092  7.025
H  5.724  1.411  6.628
H  4.685  -0.022  5.019
H  5.380  1.431  4.299
H  4.266  2.647  3.026
H  2.510  2.807  3.168
H  3.193  1.462  2.248
C  -7.757  -0.281  5.084
O  -6.438  -0.021  4.650
C  -5.440  0.012  5.647
C  -4.355  -1.039  5.497
O  -4.766  -2.392  5.498
C  -5.549  -2.906  4.443
C  -4.888  -3.002  3.081
O  -4.464  -1.767  2.534
C  -3.086  -1.612  2.305
H  -8.345  0.641  5.098
H  -8.227  -0.975  4.385
H  -7.776  -0.728  6.081
H  -5.887  -0.056  6.645
H  -4.932  0.983  5.586
H  -3.734  -0.948  6.392
H  -3.708  -0.814  4.647
H  -6.516  -2.406  4.370
H  -5.752  -3.940  4.737
H  -5.644  -3.424  2.406
H  -4.055  -3.712  3.122
H  -2.490  -2.355  2.844
H  -2.776  -0.619  2.635
H  -2.874  -1.691  1.232

Output
Net charge: +1
Gap between HOMO and LUMO in Eh: 0.21823
E_LUMO in eV: -4.37
HOMO in eV: -10.31

Results of the Mulliken charge analysis, in e, for atoms 1 through 99: number 1, C, carries -0.793; number 2, C, carries -0.528; number 3, P, carries 0.133; number 4, C, carries -1.170; number 5, N, carries 0.398; number 6, N, carries -0.372; number 7, C, carries 0.088; number 8, C, carries -1.295; number 9, O, carries -0.363; number 10, C, carries 0.755; number 11, C, carries -0.896; number 12, O, carries -0.478; number 13, C, carries 0.563; number 14, C, carries -1.993; number 15, C, carries -0.115; number 16, C, carries -1.608; number 17, C, carries 0.427; number 18, C, carries -1.341; number 19, C, carries 0.442; number 20, C, carries -0.353; number 21, O, carries -0.449; number 22, C, carries -0.502; number 23, C, carries 1.280; number 24, P, carries -0.072; number 25, O, carries -0.320; number 26, Cl, carries 0.018; number 27, C, carries -0.171; number 28, Br, carries -0.040; number 29, H, carries 0.002; number 30, H, carries 0.442; number 31, H, carries 0.150; number 32, H, carries 0.337; number 33, H, carries 0.573; number 34, H, carries 0.344; number 35, H, carries 0.448; number 36, H, carries 0.301; number 37, H, carries 0.323; number 38, H, carries 0.486; number 39, H, carries 0.187; number 40, H, carries 0.358; number 41, H, carries 0.321; number 42, H, carries 0.976; number 43, H, carries 0.449; number 44, H, carries 0.423; number 45, H, carries 0.423; number 46, H, carries 0.400; number 47, H, carries 0.563; number 48, H, carries 0.411; number 49, H, carries -0.594; number 50, H, carries 0.414; number 51, H, carries 0.520; number 52, H, carries 0.382; number 53, H, carries -0.235; number 54, H, carries 0.102; number 55, H, carries 0.328; number 56, H, carries 0.213; number 57, H, carries 0.150; number 58, H, carries 0.285; number 59, H, carries 0.280; number 60, C, carries -0.871; number 61, O, carries -0.183; number 62, C, carries -0.507; number 63, C, carries -0.233; number 64, O, carries -0.472; number 65, C, carries -0.529; number 66, C, carries 0.452; number 67, O, carries -0.304; number 68, C, carries -1.135; number 69, H, carries 0.278; number 70, H, carries 0.227; number 71, H, carries 0.410; number 72, H, carries 0.384; number 73, H, carries 0.322; number 74, H, carries 0.446; number 75, H, carries -0.035; number 76, H, carries 0.043; number 77, H, carries 0.449; number 78, H, carries 0.182; number 79, H, carries -0.081; number 80, H, carries 0.498; number 81, H, carries 0.391; number 82, H, carries 0.281; number 83, C, carries -0.803; number 84, O, carries -0.323; number 85, C, carries -0.555; number 86, C, carries 0.113; number 87, O, carries -0.465; number 88, C, carries -0.069; number 89, C, carries -0.465; number 90, O, carries -0.383; number 91, C, carries -0.589; number 92, H, carries 0.260; number 93, H, carries 0.238; number 94, H, carries 0.376; number 95, H, carries 0.359; number 96, H, carries 0.352; number 97, H, carries 0.420; number 98, H, carries -0.177; number 99, H, carries -0.072